The following is a DFT calculation (ωB97M-V/def2-TZVPD) of C4H4FP in the gas phase at a distorted geometry.

Atoms and positions in Å:
C -0.70520 0.45779 0.97820
C -0.30568 -0.86376 0.88607
C 1.26658 0.22327 -1.47111
C -0.47408 1.31095 -0.01260
F -0.78220 2.57512 -0.03316
P 0.50175 -1.08224 -0.68221
H -1.26654 0.68106 1.91572
H -0.71844 -1.77026 1.22958
H 0.96444 0.67657 -2.29079
H 1.51936 -2.20850 -0.51971

Summary:
**Multiplicity**: 1
**Max |F|**: 0.1183 hartree/bohr
**Total charge**: 0
**Energy above the lowest of the compared OMol25 structures with the same formula, charge and spin**: 172.5 kcal/mol
**Lowest unoccupied orbital energy (alpha / beta)**: -0.7 / -0.8 eV

Mulliken charges, unit e, in atom order:
1. C -0.059
2. C -0.442
3. C -0.443
4. C -0.102
5. F -0.186
6. P 0.101
7. H 0.304
8. H 0.390
9. H 0.363
10. H 0.074